1.
8
Properties=species:S:1:pos:R:3 method="wB97M-V/def2-TZVPD" smiles="O=c1[nH]sc(=O)o1" relative_energy_kcal_mol=21.6 e_tot_ev=-20556.94573 fmax_ev_per_a=5.3 homo_energy_ev=-9.38
O 0.421 1.782 1.383
C 0.335 0.859 0.670
N -1.065 0.676 -0.361
S -0.950 -0.851 -1.011
C 0.686 -1.156 -0.466
O 1.377 -2.075 -0.751
O 1.106 -0.133 0.386
H -1.910 0.898 0.149

---

2.
52
Properties=species:S:1:pos:R:3 method="wB97M-V/def2-TZVPD" smiles="C=CCc1ccc(OCCC[N@@H+]2CCC[C@H](C)C2)c(OC)c1" relative_energy_kcal_mol=21.1 e_tot_ev=-25768.80443 fmax_ev_per_a=0.8 homo_energy_ev=-11.45 charge=+1
C 4.661 -0.565 -1.373
C 4.601 -0.439 -2.684
C 3.357 -0.529 -3.526
C 2.108 -0.703 -2.715
C 1.580 -1.964 -2.481
C 0.444 -2.112 -1.706
C -0.164 -1.003 -1.151
O -1.288 -1.158 -0.332
C -2.533 -0.856 -0.969
C -3.622 -0.841 0.102
C -3.424 0.304 1.094
N -2.104 0.209 1.761
C -2.083 -0.781 2.859
C -0.651 -0.992 3.333
C -0.050 0.327 3.808
C -0.136 1.375 2.699
C 0.387 2.729 3.167
C -1.588 1.508 2.235
C 0.359 0.279 -1.370
O -0.313 1.316 -0.764
C 0.144 2.628 -1.021
C 1.493 0.411 -2.154
H 5.596 -0.493 -0.844
H 3.786 -0.752 -0.771
H 5.503 -0.260 -3.254
H 3.287 0.381 -4.129
H 3.473 -1.369 -4.216
H 2.054 -2.834 -2.906
H 0.022 -3.087 -1.517
H -2.750 -1.621 -1.722
H -2.468 0.117 -1.469
H -4.589 -0.718 -0.385
H -3.628 -1.804 0.613
H -3.461 1.251 0.551
H -4.213 0.307 1.849
H -1.461 -0.162 1.010
H -2.500 -1.721 2.497
H -2.707 -0.408 3.675
H -0.648 -1.722 4.142
H -0.056 -1.401 2.513
H 0.990 0.177 4.095
H -0.588 0.682 4.689
H 0.465 1.039 1.847
H 0.335 3.463 2.368
H -0.193 3.095 4.010
H 1.423 2.641 3.482
H -1.646 2.225 1.415
H -2.219 1.860 3.056
H 0.136 2.851 -2.090
H 1.150 2.784 -0.621
H -0.553 3.295 -0.515
H 1.923 1.383 -2.336

---

3.
23
Properties=species:S:1:pos:R:3 method="wB97M-V/def2-TZVPD" relative_energy_kcal_mol=172.2 e_tot_ev=-15448.69788 fmax_ev_per_a=6.9 homo_energy_ev="-6.95 / -8.31"
C 3.068 -1.146 0.453
C -0.632 -1.141 0.548
C 1.769 -1.027 0.207
C -0.962 0.163 0.579
C 1.182 0.998 -0.189
C -0.363 2.575 -0.068
C 0.564 -1.781 -0.118
C -2.279 0.599 1.163
C 0.329 -1.905 -1.636
N 4.207 -1.233 0.701
N 1.779 2.134 -0.515
N 0.925 3.081 -0.486
N -0.126 1.151 0.102
H -1.328 -1.824 1.015
H -0.663 3.079 0.860
H -1.117 2.783 -0.838
H 0.692 -2.792 0.292
H -2.447 1.663 1.038
H -2.313 0.364 2.226
H -3.095 0.067 0.677
H -0.603 -2.438 -1.819
H 1.146 -2.453 -2.101
H 0.269 -0.919 -2.090